Record 1
The following is a quantum chemistry calculation of a structure of composition C16H48BBeF4O8S8, from the Open Molecules 2025 dataset.

Geometry as XYZ:
```
86
Properties=species:S:1:pos:R:3:forces:R:3:lowdin_charge:R:1
Be -5.1195 2.2663 -0.3625 0.50 -0.20 0.11 0.786
B -0.7468 -0.0155 -0.2662 0.33 -1.18 -0.40 -1.326
F -0.4730 -1.3328 0.1547 -0.02 -0.17 0.75 0.067
F -1.2743 0.7879 0.7312 0.44 0.69 1.17 0.088
F 0.4358 0.4392 -0.8572 0.07 0.78 0.12 0.087
F -1.7701 -0.0985 -1.1865 -1.08 0.05 -1.59 0.089
C -0.1060 4.1596 -5.6160 0.88 -1.22 -0.19 -0.274
S -1.6187 5.0479 -5.2717 -0.30 0.84 1.36 0.889
O -2.1106 4.8019 -3.8401 1.12 0.30 -1.89 -0.527
C -0.9331 6.7573 -5.3839 -0.79 0.01 -0.45 -0.243
H -0.2263 3.1518 -5.2185 0.02 0.17 0.69 0.061
H 0.8394 4.6131 -5.3182 -0.33 0.17 0.69 0.063
H 0.0894 3.8896 -6.6538 -0.79 0.68 -0.51 0.061
H -0.5965 6.8915 -6.4119 0.29 -0.26 -0.01 0.055
H -0.1622 7.0513 -4.6716 -0.02 -0.55 0.09 0.062
H -1.7759 7.4441 -5.3046 -0.11 -0.15 0.30 0.046
C 1.6880 -2.9548 -5.6679 0.25 -0.39 0.32 -0.259
S 1.6315 -2.8233 -7.4804 1.39 -0.75 0.22 0.850
O 2.2512 -1.5206 -7.8192 -0.30 0.37 -0.02 -0.539
C 2.9199 -4.0726 -7.9237 -0.56 -0.88 -0.29 -0.244
H 1.7495 -3.9609 -5.2531 -0.38 -0.36 -0.59 0.049
H 0.7752 -2.5021 -5.2808 0.31 0.31 0.04 0.049
H 2.6175 -2.5175 -5.3034 -0.21 0.65 -0.19 0.060
H 2.6405 -4.4801 -8.8953 -0.13 0.23 -0.13 0.038
H 2.8857 -4.9383 -7.2622 -0.10 0.16 0.28 0.043
H 3.9537 -3.7433 -8.0276 -0.27 0.69 0.40 0.061
C -3.7690 1.7256 6.3356 0.20 -0.17 0.68 -0.243
S -4.7036 0.3381 5.5974 0.82 0.28 -2.38 0.912
O -5.0161 0.8508 4.2026 -0.38 -0.35 1.02 -0.527
C -3.4493 -0.9995 5.2279 0.55 0.30 0.92 -0.211
H -4.4708 2.5251 6.5731 -0.47 -0.38 -0.02 0.054
H -3.0174 2.2252 5.7244 0.07 -0.74 -0.46 0.066
H -3.3377 1.3857 7.2771 0.08 -0.04 0.00 0.053
H -3.7826 -1.8480 4.6303 -0.87 0.62 -0.26 0.060
H -3.1256 -1.4816 6.1503 0.09 0.39 0.30 0.047
H -2.5998 -0.5399 4.7227 -0.11 0.15 0.02 0.060
C -6.3083 -5.2481 -0.2750 -0.55 0.32 0.45 -0.225
S -7.2544 -3.7773 0.3999 0.39 -0.67 -1.44 0.875
O -6.4490 -2.5906 -0.0460 -0.77 -0.41 0.25 -0.539
C -8.7375 -3.8839 -0.7416 0.75 0.85 -1.03 -0.241
H -5.8253 -5.0073 -1.2220 -0.29 0.37 0.03 0.060
H -7.0266 -6.0570 -0.4085 0.08 -0.05 0.09 0.048
H -5.5342 -5.5277 0.4396 -0.19 0.10 0.09 0.045
H -9.5743 -4.5663 -0.5932 0.37 -0.03 0.78 0.057
H -8.3802 -4.0466 -1.7584 0.48 -0.47 0.03 0.048
H -9.0769 -2.8556 -0.8662 -0.26 0.08 0.74 0.043
C 6.1872 1.7161 -1.6465 -1.08 -0.22 0.86 -0.267
S 7.9412 1.3411 -1.3308 -0.13 1.68 1.56 0.868
O 8.4699 2.4780 -0.4620 -0.48 -1.14 -1.25 -0.539
C 7.7188 -0.0149 -0.1564 0.36 -0.44 0.09 -0.264
H 5.6701 1.8503 -0.6964 0.39 -0.08 0.47 0.054
H 5.6544 0.8707 -2.0820 0.38 -0.07 -0.44 0.052
H 5.9218 2.6409 -2.1587 0.90 -0.13 -0.49 0.055
H 7.4390 0.2788 0.8552 -0.53 0.64 -0.32 0.066
H 8.7168 -0.4199 0.0109 0.05 -0.22 -0.46 0.049
H 7.0440 -0.7712 -0.5575 0.12 -0.02 0.00 0.055
C 3.1824 0.2169 4.5513 0.01 -1.47 -0.63 -0.273
S 3.6831 -0.2532 6.2427 0.38 1.38 -1.64 0.829
O 5.1575 -0.0277 6.2454 -0.34 -0.32 0.41 -0.548
C 2.9437 1.2514 6.8715 -0.13 0.29 1.38 -0.299
H 3.4763 1.2288 4.2726 -0.19 -0.01 0.39 0.060
H 2.1360 -0.0373 4.3823 -0.24 0.55 0.23 0.051
H 3.6780 -0.4686 3.8638 0.37 -0.03 0.11 0.045
H 3.3825 2.1589 6.4567 0.21 -0.29 -0.26 0.061
H 3.1608 1.2393 7.9396 -0.09 0.16 0.11 0.045
H 1.8610 1.2843 6.7494 0.01 -0.26 -0.14 0.053
C 0.5869 -7.5787 0.7878 -0.08 0.25 -1.13 -0.271
S 0.4236 -7.6419 2.6131 1.02 -0.87 -0.92 0.856
O 0.8489 -9.0374 2.9473 -0.13 0.87 0.25 -0.543
C 1.7791 -6.4097 2.8755 -0.84 -0.29 0.10 -0.249
H 1.6187 -7.4538 0.4592 0.18 0.06 0.45 0.051
H 0.0101 -6.7999 0.2889 -0.06 0.50 0.57 0.049
H 0.2448 -8.4595 0.2445 -0.17 -0.51 0.89 0.054
H 2.7590 -6.7624 2.5538 -0.23 -0.12 -0.20 0.062
H 1.8225 -6.0798 3.9135 -0.16 -0.19 -0.04 0.046
H 1.3699 -5.6127 2.2547 0.47 0.34 0.01 0.044
C -1.8278 8.3782 0.3896 -0.32 -1.26 0.42 -0.220
S -1.5425 6.8760 1.4466 0.25 0.62 -0.63 0.871
O -2.6470 5.9255 1.1453 0.22 0.02 -0.01 -0.516
C -0.0813 6.3914 0.4944 0.76 0.04 -0.79 -0.259
H -0.9233 8.9810 0.4703 -0.40 0.27 -0.06 0.058
H -2.7809 8.8161 0.6861 0.40 0.34 0.33 0.055
H -1.9969 7.9626 -0.6038 0.30 0.10 -0.12 0.050
H -0.3826 6.4433 -0.5519 -0.21 -0.63 -0.06 0.049
H 0.4104 5.4513 0.7446 -0.81 -0.27 0.17 0.065
H 0.7586 7.0860 0.5098 -0.32 0.63 0.69 0.060
```
Positions in Å, forces in eV/Å.

As for the charge: +1.

Record 2
The following is a quantum chemistry calculation of a cluster of 8 separate species, C16H48F6NO6P in total, from the Open Molecules 2025 dataset.

Geometry as XYZ:
```
78
Properties=species:S:1:pos:R:3:forces:R:3:lowdin_charge:R:1
N -20.0158 10.0580 -10.7661 2.72 1.10 1.19 0.319
H -19.8057 9.3090 -10.1220 -0.11 -0.53 0.05 0.149
H -20.9373 9.9811 -11.1724 -1.56 -0.39 -0.79 0.045
H -19.2587 10.0830 -11.4342 0.03 -0.90 -0.99 0.124
H -19.8229 10.9289 -10.2925 -0.74 0.42 0.63 0.145
P -19.3536 7.2267 -13.2984 0.25 -0.86 -0.75 0.213
F -17.9898 7.3941 -14.2121 -0.67 -0.21 0.99 -0.155
F -20.0131 8.3808 -14.1633 -0.27 0.66 -0.17 -0.123
F -20.0403 6.1017 -14.2793 0.10 1.03 0.38 -0.146
F -20.5919 7.2935 -12.2663 -1.21 -1.15 -0.31 -0.157
F -18.6999 5.9737 -12.5463 0.43 0.77 0.65 -0.133
F -18.7373 8.2695 -12.2142 1.51 0.70 -0.16 -0.179
C -19.2836 6.8169 -17.2608 0.71 0.64 1.03 -0.129
O -17.9364 6.6458 -16.6880 -1.46 -0.26 -1.85 -0.134
H -20.0357 6.2363 -16.7265 0.22 -0.61 -0.28 0.057
H -19.6735 7.8280 -17.1437 0.42 0.47 0.22 0.062
H -19.2982 6.6803 -18.3421 0.42 -0.62 0.20 0.072
H -17.9215 6.9897 -15.7918 -0.26 0.02 -0.04 0.000
C -22.8856 10.2465 -14.0374 0.45 0.93 0.47 -0.013
C -22.9497 10.7381 -12.5715 -1.66 1.02 -1.70 -0.477
C -24.3539 10.9252 -11.9921 0.12 0.58 0.22 -0.039
O -22.3088 9.7462 -11.8521 0.11 -0.54 0.97 -0.089
H -23.3541 10.8695 -14.7992 -0.30 0.06 0.26 0.084
H -23.2960 9.2368 -14.0510 0.02 0.01 -0.22 0.073
H -21.8210 10.2288 -14.2706 -0.04 -0.41 -0.23 0.072
H -22.4511 11.6907 -12.3922 0.36 0.02 -0.32 0.139
H -24.8153 11.8254 -12.3980 -0.05 -0.02 -0.01 0.086
H -24.2126 11.0643 -10.9203 -0.18 0.19 0.12 0.083
H -25.0697 10.1094 -12.0935 0.28 -0.31 -0.39 0.080
H -23.0197 9.1011 -11.8498 0.47 -1.59 0.68 0.084
C -14.5488 2.6094 -15.3016 0.69 -0.34 -0.31 -0.076
C -15.8822 3.3320 -15.3001 0.82 0.56 0.51 -0.489
C -15.9528 4.3907 -14.1552 -1.17 -1.91 -0.50 -0.037
O -16.0236 3.9672 -16.5444 0.58 -0.20 -0.96 -0.048
H -14.5296 1.7436 -15.9635 -0.43 -0.16 -0.01 0.071
H -14.3042 2.2514 -14.3015 -0.03 0.04 0.07 0.077
H -13.7065 3.1871 -15.6820 -0.12 0.58 0.25 0.077
H -16.5913 2.5097 -15.2043 -0.70 0.33 0.39 0.131
H -16.1245 3.8610 -13.2181 0.59 -0.06 0.30 0.071
H -16.9288 4.8580 -14.2860 0.37 0.92 -0.17 0.054
H -15.0600 5.0158 -14.1380 -0.38 0.21 -0.06 0.082
H -16.8495 4.4358 -16.6853 -0.25 0.19 0.51 0.066
C -15.4260 8.2064 -12.2292 0.90 -0.32 -0.22 -0.042
C -14.2851 7.9662 -11.2341 0.16 0.14 0.49 -0.494
C -12.8580 7.8901 -11.7972 -0.94 -0.40 -1.59 -0.052
O -14.2848 9.0405 -10.3239 -0.90 0.99 0.85 -0.065
H -16.3831 8.5706 -11.8557 0.48 0.29 0.64 0.056
H -15.7068 7.2165 -12.5889 0.24 0.17 -0.86 0.067
H -15.0291 8.8966 -12.9736 -0.48 -0.20 -0.49 0.084
H -14.5636 7.0112 -10.7885 0.34 -0.08 0.74 0.126
H -12.0348 8.0231 -11.0952 -0.36 -0.33 0.29 0.076
H -12.7274 8.6471 -12.5705 -0.05 0.36 0.09 0.074
H -12.7858 6.9609 -12.3624 0.46 -0.28 0.20 0.075
H -13.7367 8.8988 -9.5486 0.17 -0.35 -0.18 0.085
C -25.5597 6.4516 -11.8601 -0.17 -0.41 -0.03 -0.045
C -24.2159 6.0780 -12.4983 -0.78 -1.17 1.42 -0.500
C -24.0927 5.9632 -13.9895 -0.58 -0.10 -0.47 -0.028
O -23.2138 6.8836 -11.9364 0.22 1.35 -0.12 -0.066
H -26.0142 7.3929 -12.1690 0.27 0.15 -0.16 0.069
H -25.4699 6.4395 -10.7739 0.35 0.33 0.05 0.077
H -26.3047 5.6715 -12.0166 0.01 -0.10 -0.47 0.076
H -23.9836 5.0864 -12.1098 -0.32 -0.40 0.11 0.122
H -23.5977 6.8507 -14.3836 0.00 -0.08 -0.34 0.075
H -25.0658 5.8412 -14.4652 -0.08 0.25 -0.04 0.084
H -23.5553 5.0483 -14.2386 0.39 0.31 -0.14 0.086
H -22.5388 6.9721 -12.6133 0.62 0.01 0.24 0.045
C -20.5755 1.7295 -12.2780 0.95 -1.29 0.41 -0.051
C -20.1676 3.1620 -12.1702 -0.02 2.93 0.07 -0.489
C -20.7700 3.9374 -11.0003 -2.27 -0.82 0.48 -0.057
O -18.7800 3.4229 -12.0482 1.22 -1.67 -0.05 -0.067
H -20.8721 1.2871 -11.3270 -0.41 0.21 0.10 0.076
H -19.6950 1.1358 -12.5236 0.18 0.07 -0.31 0.080
H -21.3084 1.5083 -13.0539 -0.15 0.30 0.20 0.079
H -20.4381 3.6696 -13.0960 -0.53 -0.01 -0.16 0.123
H -20.5075 3.5102 -10.0324 0.87 0.18 -0.01 0.081
H -21.8418 3.7489 -10.9387 -0.59 -0.17 -0.42 0.061
H -20.7683 5.0274 -10.9954 0.89 -0.11 -0.27 0.059
H -18.5709 4.2471 -12.4938 -0.19 -0.15 0.07 0.030
```
Positions in Å, forces in eV/Å.

As for the charge: 0.

Respective strongest force on any atom values: 2.5, 3.2 eV/Å.
Respective frontier orbital gap values: 1.12, 8.40 eV.